Below is a cluster of 13 separate species, C26H81N3O13 in total at a distorted geometry, with properties calculated with wB97M-V/def2-TZVPD.

```
123
C26H81N3O13 (wB97M-V/def2-TZVPD)
C 3.228 -3.875 -3.539
C 2.211 -4.961 -3.773
O 1.640 -5.204 -2.501
H 3.547 -3.588 -4.541
H 4.165 -4.261 -3.137
H 2.884 -2.999 -2.990
H 2.800 -5.834 -4.055
H 1.457 -4.706 -4.517
H 1.487 -6.149 -2.426
C 6.409 0.993 1.723
C 7.309 -0.235 1.871
O 8.673 0.175 1.740
H 5.425 0.633 2.025
H 6.285 1.395 0.718
H 6.687 1.839 2.351
H 6.965 -1.048 1.233
H 7.167 -0.675 2.858
H 9.188 -0.608 1.951
C 0.569 7.444 2.284
C 1.999 6.940 2.460
O 2.049 5.579 2.062
H 0.463 8.522 2.413
H -0.019 6.964 3.066
H 0.087 7.186 1.341
H 2.422 7.127 3.447
H 2.530 7.582 1.758
H 2.022 5.543 1.103
C 0.409 -0.208 -0.103
C 0.877 -1.414 0.772
O -0.160 -2.383 0.688
H 1.278 0.444 -0.198
H -0.364 0.337 0.438
H 0.266 -0.540 -1.132
H 0.959 -1.091 1.809
H 1.794 -1.945 0.515
H 0.050 -2.916 -0.082
C 6.628 -6.812 0.547
C 5.455 -6.801 1.383
O 5.770 -7.226 2.691
H 7.468 -6.260 0.969
H 6.390 -6.345 -0.408
H 6.940 -7.830 0.314
H 4.654 -7.397 0.945
H 5.200 -5.752 1.536
H 6.087 -8.132 2.667
C 4.445 6.711 -2.287
C 3.518 5.948 -3.132
O 2.657 5.117 -2.357
H 3.952 7.581 -1.854
H 5.212 7.135 -2.934
H 4.973 6.133 -1.528
H 4.022 5.388 -3.919
H 2.921 6.654 -3.708
H 2.051 4.689 -2.966
C -1.312 -7.793 3.747
C -2.429 -8.736 3.358
O -2.020 -9.998 2.866
H -0.529 -8.263 4.342
H -1.703 -6.874 4.184
H -0.797 -7.394 2.874
H -3.115 -8.210 2.694
H -2.947 -9.076 4.254
H -1.559 -9.868 2.035
C -2.023 5.302 -6.382
C -2.688 4.644 -5.123
C -4.221 4.400 -5.200
O -4.921 5.580 -5.133
C -6.315 5.389 -4.797
N -2.036 3.440 -4.740
H -0.959 5.498 -6.247
H -2.463 6.268 -6.630
H -2.240 4.642 -7.221
H -2.553 5.265 -4.237
H -4.510 3.762 -4.365
H -4.448 3.765 -6.056
H -6.781 6.371 -4.873
H -6.479 4.952 -3.812
H -6.708 4.688 -5.533
H -2.439 3.044 -3.903
H -2.283 2.719 -5.403
C -3.804 -2.337 -4.899
C -4.973 -1.325 -4.558
C -6.380 -1.924 -4.694
O -7.475 -1.018 -4.789
C -8.693 -1.608 -4.623
N -4.660 -0.731 -3.229
H -3.607 -2.978 -4.040
H -2.891 -1.765 -5.068
H -4.009 -3.115 -5.635
H -4.954 -0.443 -5.198
H -6.505 -2.585 -3.837
H -6.375 -2.596 -5.553
H -9.487 -0.862 -4.605
H -8.702 -2.156 -3.681
H -8.876 -2.299 -5.447
H -4.703 -1.418 -2.490
H -5.428 -0.096 -3.062
C 2.722 1.513 6.919
C 1.596 1.402 7.950
C 0.561 0.238 7.793
O -0.053 0.446 6.524
C -1.128 -0.471 6.333
N 2.149 1.368 9.302
H 3.068 2.545 6.863
H 2.388 1.276 5.909
H 3.579 0.906 7.209
H 1.018 2.324 7.897
H -0.118 0.111 8.636
H 1.133 -0.689 7.838
H -1.748 -0.219 5.472
H -1.820 -0.461 7.175
H -0.729 -1.480 6.225
H 2.645 2.236 9.445
H 1.369 1.364 9.943
O -4.216 -3.616 0.236
H -3.328 -3.287 0.372
H -4.105 -4.558 0.105
O -4.541 3.211 0.809
H -3.837 3.249 1.457
H -4.860 2.310 0.852
O -1.314 3.193 3.265
H -0.573 3.399 2.695
H -0.963 2.566 3.898
```

Energy   -2181.343889 Ha
Energy above the lowest of the compared OMol25 structures with the same formula, charge and spin   46.7 kcal/mol


Below is a structure of composition C45H42BrF6MnN5O2PSSbSe, with properties calculated with wB97M-V/def2-TZVPD.

```
106
C45H42BrF6MnN5O2PSSbSe (wB97M-V/def2-TZVPD)
Mn 0.364 0.699 0.065
Br 2.405 8.124 -1.130
C 2.454 6.389 -0.359
C 2.566 6.258 1.015
N 2.612 5.075 1.614
C 2.514 3.987 0.854
C 2.403 4.027 -0.532
C 2.385 5.265 -1.157
C 2.272 2.765 -1.364
O 2.505 2.827 -2.571
O 1.891 1.730 -0.729
H 2.623 7.138 1.646
H 2.554 3.030 1.356
H 2.323 5.319 -2.235
F 1.607 -0.102 1.588
P 3.223 -0.571 1.919
F 2.682 -2.090 2.061
F 4.720 -1.027 2.235
F 3.661 0.968 1.761
F 2.908 -0.329 3.471
F 3.426 -0.806 0.341
N 1.699 -3.209 -0.724
C 1.996 -2.677 -1.957
C 1.358 -1.480 -1.999
N 0.676 -1.281 -0.821
C 0.922 -2.333 -0.071
H 2.070 -4.053 -0.327
H 2.636 -3.175 -2.660
H 1.367 -0.741 -2.781
H 0.562 -2.475 0.935
N -1.125 2.249 -3.640
C -2.332 2.331 -2.982
C -2.101 1.844 -1.738
N -0.784 1.458 -1.640
C -0.221 1.719 -2.797
H -0.936 2.532 -4.585
H -3.220 2.714 -3.447
H -2.777 1.740 -0.906
H 0.826 1.604 -3.032
C -0.059 6.818 4.193
C -0.407 5.481 3.600
C -1.494 5.330 2.751
C -1.818 4.103 2.183
C -3.000 4.033 1.254
C -1.010 2.991 2.465
Se -1.461 1.315 1.607
C 0.085 3.118 3.330
C 1.015 1.989 3.658
C 0.358 4.363 3.883
H -0.628 7.618 3.721
H 1.003 7.033 4.064
H -0.271 6.842 5.264
H -2.108 6.192 2.513
H -3.594 4.944 1.334
H -3.638 3.177 1.476
H -2.675 3.930 0.216
H 0.641 1.022 3.334
H 1.203 1.950 4.732
H 1.979 2.130 3.169
H 1.225 4.461 4.527
S -1.788 -1.369 2.332
C -2.427 -1.247 3.965
C -3.483 -2.081 4.344
C -4.002 -2.031 5.628
C -3.498 -1.130 6.555
C -2.462 -0.284 6.180
C -1.928 -0.343 4.904
H -3.899 -2.765 3.614
H -4.817 -2.691 5.899
H -3.908 -1.084 7.555
H -2.059 0.428 6.890
H -1.118 0.315 4.621
C -2.155 -6.402 -1.267
C -2.542 -5.699 -2.397
C -2.738 -4.325 -2.332
C -2.552 -3.634 -1.138
C -2.155 -4.351 -0.010
C -1.963 -5.723 -0.071
Sb -2.776 -1.499 -0.959
C -3.371 -1.216 -3.013
C -4.682 -1.103 -3.463
C -4.956 -0.872 -4.805
C -3.920 -0.760 -5.721
C -2.606 -0.874 -5.286
C -2.339 -1.091 -3.943
C -4.744 -1.559 -0.117
C -5.090 -0.551 0.780
C -6.341 -0.540 1.382
C -7.255 -1.544 1.100
C -6.915 -2.561 0.218
C -5.664 -2.568 -0.383
H -2.004 -7.473 -1.317
H -2.695 -6.219 -3.334
H -3.042 -3.794 -3.226
H -2.002 -3.834 0.932
H -1.662 -6.263 0.819
H -5.503 -1.185 -2.760
H -5.983 -0.783 -5.138
H -4.134 -0.586 -6.768
H -1.790 -0.790 -5.994
H -1.307 -1.167 -3.614
H -4.365 0.214 1.040
H -6.592 0.243 2.087
H -8.228 -1.542 1.576
H -7.621 -3.354 0.005
H -5.401 -3.376 -1.058
```

Charge   -1
Energy   -9870.060544 Ha
2S+1   5
Energy above the lowest of the compared OMol25 structures with the same formula, charge and spin   0.0 kcal/mol


Below is the molecule C3H3N5 at a distorted geometry, with properties calculated with wB97M-V/def2-TZVPD.

```
11
C3H3N5 (wB97M-V/def2-TZVPD)
C -1.511 0.844 0.026
N -2.226 -0.260 -0.050
N -1.446 -1.345 -0.077
C -0.137 -0.894 0.178
N 1.220 -1.227 0.169
N 2.016 -0.073 -0.151
C 1.166 0.897 0.007
N -0.187 0.444 0.222
H -1.900 1.831 -0.014
H 1.495 -2.127 -0.234
H 1.509 1.908 -0.077
```

Energy   -389.825736 Ha
Energy above the lowest of the compared OMol25 structures with the same formula, charge and spin   26.9 kcal/mol


Below is a structure of composition C17H19F4N3O2 at a distorted geometry, with properties calculated with wB97M-V/def2-TZVPD.

```
45
C17H19F4N3O2 (wB97M-V/def2-TZVPD)
O -4.021 -2.894 0.128
H -3.413 -3.338 -0.658
C -3.387 -1.512 0.198
C -3.648 -0.802 -1.101
N -2.943 0.290 -1.304
H -2.029 0.175 -1.090
C -3.372 1.324 0.033
C -2.456 2.733 -0.473
N -1.079 2.439 -0.575
C -0.246 1.899 0.534
N -0.927 2.083 1.762
C -0.267 1.588 2.684
C 1.193 0.942 2.613
C 1.814 1.242 1.523
C 1.060 1.540 0.250
C 1.632 1.554 -0.848
F 1.809 2.671 -1.439
F 0.968 0.816 -1.808
F 3.050 1.208 -1.057
H 2.798 0.916 1.494
H 1.659 0.815 3.518
H -0.827 1.567 3.876
H -0.669 2.470 -1.360
H -2.635 3.429 0.677
H -2.746 3.386 -1.508
H -3.024 1.117 0.882
H -4.330 1.527 -0.231
H -4.730 -0.392 -1.242
H -3.451 -1.427 -1.800
C -2.053 -1.707 0.786
H -2.001 -2.377 1.392
H -1.841 -0.755 1.087
O -1.208 -1.866 -0.371
C 0.082 -2.108 -0.197
C 0.862 -2.177 -1.314
C 2.308 -1.993 -1.180
C 2.875 -2.148 -0.133
C 2.085 -2.009 1.449
C 0.690 -1.894 1.093
H 0.008 -1.707 2.072
H 2.646 -2.081 2.308
F 4.052 -2.166 0.389
H 2.789 -2.330 -2.064
H 0.360 -2.275 -2.253
H -4.252 -1.105 0.958
```

Energy   -1372.811192 Ha